Entry from the OMol25 dataset: C12H18Cl2IN2OPt as an isolated structure (ωB97M-V with the def2-TZVPD basis set).

The geometry in ORCA input format:
```
! RIJCOSX wB97M-V def2-TZVPD def2/J DEFGRID3
* xyz 1 1
Pt 0.5200 -0.9295 0.2495
C -2.3005 -0.9722 1.3422
N -1.6551 -0.5105 0.1019
C -2.2400 -1.1736 -1.0713
C -1.7519 0.9631 0.0006
C -0.7070 1.5931 0.8517
C -0.8650 2.8297 1.4647
C 0.1698 3.3710 2.2151
C 1.3669 2.6794 2.3509
C 1.5310 1.4443 1.7315
C 0.4910 0.9091 0.9928
H -3.3773 -0.7804 1.2998
H -1.8801 -0.4403 2.1932
H -2.1437 -2.0415 1.4689
H -3.2998 -0.9200 -1.1692
H -2.1484 -2.2530 -0.9608
H -1.7149 -0.8681 -1.9742
H -2.7519 1.3076 0.2843
H -1.5970 1.2330 -1.0465
H -1.7961 3.3730 1.3513
H 0.0446 4.3332 2.6930
H 2.1736 3.0926 2.9416
H 2.4718 0.9138 1.8317
Cl 2.6562 -2.4338 0.8321
C 2.1608 -2.6635 2.5324
Cl 0.4213 -2.3914 2.6887
H 2.6809 -1.9351 3.1412
H 2.3881 -3.6807 2.8257
N 1.2768 0.6307 -2.6128
C 1.2672 -0.6858 -2.8614
O 1.0700 -1.5271 -1.9814
C 1.4802 -1.1155 -4.2833
I -0.4167 -0.9843 -5.2745
H 1.1308 0.9391 -1.6613
H 1.3856 1.3170 -3.3395
H 1.7891 -2.1518 -4.3285
H 2.1699 -0.4718 -4.8199
*
```

The energy above the lowest of the compared OMol25 structures with the same formula, charge and spin is 35.2 kcal/mol. As for the LUMO energy: -0.1395 Eh. Its HOMO energy is -11.2 eV. The HOMO-LUMO gap is 7.3779 eV.

Mulliken atomic charge list, values in e, 2 entries:
1. Pt 1.113
2. C -1.189